This record from OMol25 describes a cluster of 4 separate species, C22H35N6O2 in total. The level of theory is ωB97M-V with the def2-TZVPD basis set.

Properties
- E_HOMO (eV) = -9.6301
- net charge = +1
- energy (Eh) = -1337.456879
- frontier orbital gap (eV) = 5.100
- LUMO level (hartree) = -0.166

```
65
C22H35N6O2 ωB97M-V with the def2-TZVPD basis set
N -0.19972 0.71072 1.70305
N 0.21959 -0.43080 2.42364
C -0.77494 -1.56372 2.54957
C -0.38365 -2.91678 3.40206
C 1.13703 -2.92629 4.08552
C 1.58178 -4.23150 4.99899
O 2.39972 -5.18232 4.51804
O 1.04676 -4.23686 6.40108
C 2.18906 -1.63949 3.89879
C 1.61300 -0.37998 3.01017
H 0.23144 1.50526 2.25840
H -1.23595 0.75576 1.90676
H -1.87461 -1.54317 2.08758
H -1.10916 -3.84630 3.56346
H 0.76242 -3.27463 6.59594
H 3.25621 -1.64900 4.39382
H 2.33673 0.56193 2.89546
C 5.07907 -1.06870 -1.69130
C 3.62112 -0.70329 -1.43114
C 3.45040 0.26406 -0.25828
C 3.98547 -0.37228 1.01418
N 4.42935 -0.90011 2.06978
H 5.52386 -1.58945 -0.83742
H 5.15492 -1.73763 -2.55444
H 5.67667 -0.17387 -1.89953
H 3.05366 -1.62254 -1.24093
H 3.20222 -0.24761 -2.33512
H 2.39093 0.50532 -0.12146
H 3.98953 1.19842 -0.44846
C -5.46820 -2.50157 0.30266
C -5.01148 -3.59883 -0.65350
C -4.48737 -4.83973 0.07173
C -3.28857 -4.46588 0.92817
N -2.29410 -4.15578 1.63866
H -4.64209 -2.13254 0.91868
H -5.86078 -1.64768 -0.25859
H -6.25942 -2.86537 0.96811
H -4.23160 -3.19466 -1.31050
H -5.85359 -3.88645 -1.29259
H -4.18598 -5.60080 -0.65582
H -5.26647 -5.27011 0.71019
C 0.59673 0.19134 -3.59180
C -0.86122 0.55676 -3.33164
C -1.03194 1.52411 -2.15878
C -0.49686 0.88777 -0.88633
N -0.05298 0.35994 0.16928
H 1.04153 -0.32940 -2.73792
H 0.67259 -0.47759 -4.45495
H 1.19434 1.08617 -3.80003
H -1.42867 -0.36249 -3.14143
H -1.28011 1.01243 -4.23563
H -2.09140 1.76537 -2.02197
H -0.49281 2.45847 -2.34897
C 0.80791 5.65085 -0.54710
C 0.73002 6.35841 -1.89622
C -0.70656 6.65691 -2.32940
C -1.48374 5.35726 -2.46092
N -2.12850 4.27915 -2.57003
H 0.31937 4.67174 -0.57534
H 1.85242 5.48406 -0.26529
H 0.33415 6.25062 0.23841
H 1.22491 5.73626 -2.65202
H 1.28900 7.29880 -1.83709
H -0.70800 7.17573 -3.29387
H -1.20347 7.30159 -1.59638
```



This record from OMol25 describes a structure of composition C22H35NO2P2S2Sr. The level of theory is ωB97M-V with the def2-TZVPD basis set.

Properties
- E_HOMO (eV) = -6.3447
- energy (Eh) = -2573.909550
- frontier orbital gap (eV) = 5.321
- LUMO level (hartree) = -0.038

```
65
C22H35NO2P2S2Sr ωB97M-V with the def2-TZVPD basis set
P -3.85132 0.71961 -2.94030
P -1.15910 0.70433 -4.65929
C -3.91971 1.34459 -4.69650
C -2.78728 0.78396 -5.56632
H -3.84432 2.43837 -4.65305
H -4.90050 1.10345 -5.12925
H -3.03354 -0.23877 -5.87782
H -2.66442 1.38144 -6.48023
C -0.40454 2.29363 -5.25280
H 0.65011 2.32308 -4.96056
H -0.90430 3.14340 -4.77793
H -0.47452 2.40096 -6.34255
C -0.27054 -0.46984 -5.78938
H -0.33395 -0.16011 -6.83992
H -0.70214 -1.47067 -5.68753
H 0.78375 -0.52767 -5.50019
C -4.96549 1.97952 -2.15519
H -5.17760 1.68621 -1.12200
H -5.91420 2.08620 -2.69565
H -4.45904 2.94967 -2.13173
C -5.05976 -0.68393 -3.07183
H -4.61435 -1.50696 -3.63885
H -5.99415 -0.37829 -3.55931
H -5.28898 -1.05752 -2.06860
Sr 1.00894 -0.37056 1.64517
C 1.33507 -0.83906 -0.50777
C 1.44538 0.54081 -0.36978
C 0.36723 1.54274 -0.74920
C -0.55545 1.92577 0.43365
C -0.87913 0.77686 1.36276
C -1.14148 -0.53635 0.98648
C -1.22574 -1.03040 -0.44829
C 0.11367 -1.59587 -0.98028
C 0.61773 -0.63836 3.66782
H 2.25882 -1.41439 -0.51138
H 2.44702 0.94508 -0.24383
H -0.22376 1.15108 -1.58161
H 0.85118 2.45299 -1.11821
H -0.05916 2.69768 1.03166
H -1.48260 2.37867 0.05031
H -1.15826 1.07047 2.37302
H -1.57908 -1.18710 1.73993
H -1.58246 -0.22431 -1.09535
H -1.98007 -1.82232 -0.50093
H 0.21979 -2.63086 -0.63791
H 0.09072 -1.63372 -2.08019
H 1.16512 -1.49789 4.06787
H -0.45419 -0.77830 3.85830
H 0.95269 0.25482 4.21093
O 4.80861 2.12238 5.35000
S 5.43055 0.71868 5.34350
O 6.93821 0.81633 5.06361
N 4.94442 0.27801 3.71529
C 4.26621 -0.81536 3.67007
S 3.75528 -1.52772 2.11115
C 4.06460 -1.46098 4.97475
C 3.39586 -2.65890 5.25045
C 3.32202 -3.09944 6.58198
C 3.91719 -2.34797 7.61283
C 4.58928 -1.15141 7.31784
C 4.64490 -0.73118 5.99022
H 2.94158 -3.23876 4.45747
H 2.80612 -4.02127 6.81604
H 3.85861 -2.69494 8.63616
H 5.05446 -0.56963 8.10227
```



This record from OMol25 describes a structure of composition C22H35NO3P2SSr. The level of theory is ωB97M-V with the def2-TZVPD basis set.

Properties
- E_HOMO (alpha / beta) (eV) = -3.1838 / -3.1967
- energy (Eh) = -2251.133775
- frontier orbital gap (alpha / beta) (eV) = 3.408 / 3.422
- LUMO level (alpha / beta) (hartree) = 0.008 / 0.008

```
65
C22H35NO3P2SSr ωB97M-V with the def2-TZVPD basis set
P 0.10070 -1.97095 -1.50256
P -0.51505 2.35584 -1.95610
C -0.42826 -0.58313 -2.67028
C 0.10627 0.86009 -2.89402
H -1.52535 -0.51370 -2.66276
H -0.11150 -1.04901 -3.62265
H 1.21240 0.89585 -2.99334
H -0.17211 1.07892 -3.92060
C -2.09274 2.81494 -2.71932
H -2.58190 3.47072 -1.97606
H -2.68832 1.89837 -2.84732
H -1.93414 3.33010 -3.67686
C 0.68027 3.60116 -2.62544
H 0.28156 4.02271 -3.55364
H 1.68110 3.18844 -2.83169
H 0.78296 4.39603 -1.86830
C -0.99969 -3.30975 -1.98907
H -1.09194 -4.09630 -1.21914
H -0.56712 -3.75104 -2.89670
H -1.99858 -2.88644 -2.15561
C 1.73602 -2.30804 -2.12937
H 2.25432 -1.39607 -2.43467
H 1.55515 -2.93233 -3.00484
H 2.37882 -2.85423 -1.42306
Sr 1.28322 0.87722 -0.32648
C 0.73086 1.80187 -5.97287
C -0.60880 1.90819 -5.91818
C -1.50915 1.07277 -6.78403
C -1.13815 -0.44549 -6.93350
C -0.35994 -1.08153 -5.81643
C 0.98418 -1.08326 -5.73085
C 1.83164 -0.39553 -6.75498
C 1.46813 1.10287 -7.04534
C 0.32366 -2.21299 0.22764
H 1.36708 2.36634 -5.30133
H -1.11390 2.74276 -5.40778
H -1.57110 1.50671 -7.80390
H -2.52144 1.10129 -6.35354
H -2.10395 -0.97425 -6.96557
H -0.68115 -0.60322 -7.93174
H -0.98220 -1.70466 -5.17309
H 1.51451 -1.80264 -5.10681
H 1.76806 -0.92855 -7.71851
H 2.89064 -0.43719 -6.45412
H 2.42511 1.62226 -7.21004
H 0.92181 1.14713 -7.99818
H 1.14202 -1.60371 0.66463
H 0.63946 -3.25576 0.33531
H -0.57371 -2.18018 0.84905
O 2.61720 2.02604 4.00632
S 2.04939 0.76829 3.59581
O 2.90537 -0.38438 3.45575
N 1.15324 0.91831 2.15643
C -0.18397 0.73458 2.25673
O -0.86742 0.70467 1.19800
C -0.55717 0.52824 3.67544
C -1.81942 0.22727 4.20631
C -1.92106 -0.00398 5.58029
C -0.77097 -0.00332 6.38240
C 0.49560 0.17404 5.82739
C 0.56395 0.43935 4.46984
H -2.64897 0.19887 3.50624
H -2.90611 -0.14936 6.02597
H -0.85843 -0.13959 7.45999
H 1.41984 0.14154 6.38102
```



Asked for energy relative to the best compared isomer or geometry (same formula, charge and spin) across the records above, the calculation gives 15.662; 5.089; 0.701 eV in order.